Below is C10H32CoO7 as an isolated structure, with properties calculated with ωB97M-V with the def2-TZVPD basis set.

CARTESIAN COORDINATES (ANGSTROEM)
C1 -1.815 -0.512 -2.378
H1 -2.524 -4.561 3.339
O1 -0.990 1.450 1.439
H2 1.658 2.613 1.088
H3 5.263 1.884 0.399
C2 -1.581 -2.790 2.602
O2 -0.431 2.475 -0.978
H4 1.995 0.945 -5.174
H5 -2.452 1.205 4.431
H6 -2.096 -0.978 -0.507
H7 4.211 3.279 0.465
C3 -2.816 -3.683 2.757
H8 -1.381 -2.287 3.556
H9 -3.588 -3.172 3.331
O3 1.506 0.272 -1.895
H10 0.942 -1.615 1.338
H11 1.248 1.997 -3.038
H12 -0.743 -3.452 2.345
H13 -1.381 2.302 1.208
H14 -2.993 2.194 3.040
H15 3.384 1.546 2.065
C4 3.206 1.450 0.993
H16 -0.716 0.133 2.998
C5 4.241 2.216 0.196
H17 -0.591 2.370 -1.913
C6 1.673 0.336 -4.331
C7 1.842 1.084 -3.016
H18 -0.354 1.794 3.394
H19 0.642 0.006 -4.462
H20 4.121 2.204 -0.888
O4 1.884 1.815 0.596
H21 2.875 1.435 -2.914
O5 0.712 -0.864 0.812
H22 3.294 0.386 0.763
H23 -1.153 -1.750 -4.101
O6 -1.441 -0.466 -0.997
H24 -2.907 -0.488 -2.441
H25 -0.885 -1.479 1.320
H26 -1.530 0.413 -2.882
C8 -1.217 -1.764 -3.009
H27 -1.811 -2.631 -2.720
Co1 0.181 0.759 -0.213
H28 2.281 -0.576 -4.310
H29 -0.187 -1.908 -2.687
H30 -3.060 0.454 2.955
C9 -1.043 1.154 2.829
H31 -3.159 -4.006 1.777
O7 -1.770 -1.890 1.529
C10 -2.468 1.286 3.339
H32 1.924 -0.583 -2.050

Values from the calculation:
* relative energy (zero: lowest compared OMol25 entry of this formula, charge and spin): 0.546 eV
* calculated total energy: -62847.65621 eV
* spin multiplicity: 4
* frontier orbital gap (alpha / beta): 0.3297 / 0.3171 Ha
* LUMO energy (alpha / beta): 0.7276 / 0.7272 eV
* net charge: 0

Mulliken atomic charge list, values in e, 4 entries:
1. C -0.281
2. H 0.391
3. O -0.234
4. H 0.226